# 1
The following is a quantum chemistry calculation of a cluster of 2 separate species, C6H12O in total in a non-equilibrium geometry, from OMol25.

```
! RIJCOSX wB97M-V def2-TZVPD def2/J DEFGRID3
* xyz 0 1
C 0.267 0.243 0.742
H 0.281 2.979 0.556
H -0.467 2.936 -1.064
H -1.581 -0.875 0.290
H -0.878 -0.246 -1.788
C -0.431 2.447 -0.080
H -1.231 -0.883 2.040
C -0.790 -0.872 1.041
H 0.493 -1.367 -2.048
O 0.028 1.167 -0.300
C 0.283 -1.953 0.743
H -1.432 2.443 0.361
C 0.228 -0.392 -1.739
C 1.107 -0.816 0.095
H 0.621 0.398 -2.414
H 0.024 -2.778 0.068
H 0.653 -2.428 1.673
H 2.215 -0.834 0.219
H 0.608 0.829 1.604
*
```

E ... -310.88115 Ha
HOMO level ... -8.9 eV

# 2
The following is a quantum chemistry calculation of a cluster of 10 separate species, C5H29NO9 in total in a non-equilibrium geometry, from OMol25.

```
! RIJCOSX wB97M-V def2-TZVPD def2/J DEFGRID3
* xyz 0 1
C -1.569 2.085 -1.883
H 2.092 3.593 1.830
H -3.125 1.766 -0.333
H -1.893 2.697 -2.721
O 2.683 -1.615 2.458
H 3.311 -2.305 2.731
H -0.308 -0.242 1.602
O 0.573 -3.279 -2.845
C -2.779 1.336 -1.270
O 1.901 2.913 1.179
H 2.096 2.020 1.454
H 0.690 -1.101 3.876
H 2.216 -2.159 1.808
H 1.012 -2.712 -2.200
O 1.027 -3.599 0.561
H -0.911 2.483 2.169
H -1.482 -1.918 -0.534
H 0.161 -3.230 0.744
H -1.119 -1.136 -2.073
N 0.008 -0.381 -0.549
H -3.319 -0.812 -1.018
C -2.557 -0.088 -0.737
H 0.090 1.269 4.043
H -0.585 -1.790 3.818
H -1.329 2.692 -1.017
C 0.283 -0.201 0.669
H 1.314 0.113 0.800
H 1.542 -3.123 -0.092
O 1.022 1.069 3.884
O -1.194 3.256 2.680
H 1.087 1.141 2.926
H -0.020 -0.490 -3.597
H 0.706 0.822 -3.998
H -0.742 1.372 -2.004
H -2.058 3.480 2.322
C -1.286 -0.952 -0.992
O 2.900 -0.355 -2.508
O 0.493 -0.068 -4.295
H 3.429 0.449 -2.447
H -2.411 0.100 0.314
H 2.186 -0.062 -3.094
O -0.055 -1.200 3.262
H -0.347 -3.166 -3.071
H -3.732 1.328 -1.852
*
```

SMILES string ... C=NCCCC.O.O.O.O.O.O.O.O.O
E ... -939.69391 Ha
HOMO level ... -9.6 eV

# 3
The following is a quantum chemistry calculation of the ion C2H4NO2 with charge -1, from OMol25.

```
! RIJCOSX wB97M-V def2-TZVPD def2/J DEFGRID3
* xyz -1 1
H 1.344 -0.772 0.117
H -0.413 1.547 0.113
N 0.541 1.187 0.162
C 0.381 -0.285 0.262
C -0.675 -0.785 -0.752
H 0.922 1.517 1.044
O -1.725 -0.096 -0.744
O -0.380 -1.764 -1.462
H 0.004 -0.548 1.260
*
```

SMILES string ... NCC(=O)[O-]
E ... -283.90209 Ha
HOMO level ... -3.9 eV

# 4
The following is a quantum chemistry calculation of a structure of composition C39H97N6O13Zn in a non-equilibrium geometry, from OMol25.

```
! RIJCOSX wB97M-V def2-TZVPD def2/J DEFGRID3
* xyz 1 1
H 5.440 9.651 -8.569
C 3.511 8.600 -8.216
O -9.372 2.850 3.322
H 1.716 4.710 -3.946
H -4.925 -5.380 -1.122
C -4.956 -5.215 -2.199
H 1.242 8.287 -7.113
H -10.896 -3.100 -0.086
C 2.383 -3.649 9.734
H 1.910 -4.310 10.460
H 4.188 0.915 5.641
H 5.248 -6.450 5.003
H -4.457 -3.606 -3.614
C -2.419 -7.874 -2.624
C -1.901 1.898 3.502
O 0.367 -4.631 -7.688
C 5.363 -5.379 4.835
C 4.088 -4.062 8.082
H 2.225 -2.500 -2.340
H -11.805 -0.502 -2.571
H -7.464 3.329 3.981
H -2.504 1.091 3.088
C 3.283 6.805 4.763
H 4.579 -5.067 4.144
O -12.042 -1.443 -0.747
H -10.942 0.295 -1.289
H -5.890 -5.679 -2.517
H 4.314 4.946 3.282
H 0.428 5.946 -6.243
H 7.565 -5.467 4.887
C 2.183 7.045 5.846
H 4.916 6.272 5.788
H -8.810 0.394 2.223
H 2.030 5.263 -6.390
C -0.225 -7.888 -1.624
C 1.489 6.193 -6.218
H 0.889 -0.038 2.967
O 4.657 2.970 5.113
H 1.074 -6.579 -8.308
H 5.511 7.888 -8.405
C -9.745 0.859 1.912
H -2.413 -8.932 -2.360
N -3.791 -5.923 -2.726
H 3.608 7.501 -6.483
H -12.076 -2.453 0.968
C 0.680 -6.049 -7.441
H -11.190 1.948 3.147
C 5.027 5.137 4.084
H 5.063 1.069 4.180
C -10.153 1.614 3.153
H 2.771 6.381 3.900
H -10.353 -1.195 -2.029
H 0.643 -4.175 -5.621
H 2.502 -3.094 -5.951
H -11.572 0.370 1.039
H 3.638 -3.834 5.900
C 2.307 -2.025 -6.027
C 2.941 -1.699 -2.528
C 1.358 5.738 -3.877
C 5.010 8.791 -8.055
H -9.527 -0.895 0.220
H -9.525 1.582 1.126
H 1.635 -1.986 -7.893
H 2.923 9.486 -7.975
H -10.120 0.932 4.002
H -2.553 -2.309 -0.903
H 6.878 10.027 -5.623
H 1.248 -1.564 -4.309
H -7.605 1.860 3.021
H -2.794 -1.887 -2.533
H -9.738 -1.903 1.700
C 0.318 5.937 6.821
N 3.188 7.452 -7.401
H -0.124 4.956 6.995
H -2.335 -3.564 -2.035
H 1.071 -6.322 -6.460
N 1.238 -1.787 -6.985
O 1.528 5.793 6.112
H 0.284 5.655 -4.038
H 3.169 -3.133 10.285
O 6.779 -5.939 3.046
H 6.776 -4.062 4.096
H 6.115 3.461 3.604
C 6.717 9.508 -6.568
C -11.314 -2.151 0.249
N -10.801 -0.071 1.521
H -5.931 -3.315 -2.745
H -4.316 -7.691 -1.609
C -0.457 1.698 3.061
C 5.666 3.806 4.535
C -11.241 -0.686 -1.656
H 8.648 -5.311 2.647
Zn 2.792 3.865 5.839
C 8.038 -6.190 2.442
H -0.994 -4.322 -6.056
H 2.707 7.290 6.770
H 3.776 -2.050 -1.922
N 5.370 -4.693 6.096
H 7.253 9.972 -7.397
H 5.793 5.782 3.653
H 0.454 6.573 7.696
C 1.724 7.334 -7.330
H 7.841 -6.435 1.398
H 1.568 7.908 5.591
H 1.557 6.038 -2.848
H 0.333 -7.660 -2.533
H -0.289 -6.549 -7.447
H 1.236 7.049 -8.262
H -0.651 -2.314 -7.503
H 3.691 7.741 4.382
O -1.527 -7.275 -1.714
H 2.308 -0.166 -4.787
O 0.448 2.745 3.468
H -4.428 -7.788 -3.387
H -0.615 -2.032 -5.947
C 6.762 -5.145 4.225
H -2.982 -5.646 -2.190
H 4.865 -4.517 8.697
O 1.871 6.599 -4.908
H -8.093 2.009 4.755
H -0.402 6.503 6.230
H 2.575 -0.727 -2.198
C -3.874 -7.363 -2.550
H -1.926 1.974 4.589
H 5.891 1.429 5.723
H 5.984 -5.293 6.627
H -0.823 -0.429 3.371
C -0.035 -3.990 -6.454
O 5.335 9.148 -6.703
C -2.969 -2.701 -1.830
O 2.847 -4.397 8.695
H 8.543 -7.070 2.841
N 4.279 5.754 5.200
H 0.067 0.216 4.565
C -0.014 0.293 3.481
H 7.212 8.544 -6.455
C 0.035 -2.511 -6.679
H 1.607 -3.030 9.282
H 3.133 -1.587 -6.587
H 0.268 -7.201 -0.937
C 4.044 -4.556 6.609
C -4.931 -3.738 -2.641
C 2.212 -1.249 -4.709
H 3.329 8.439 -9.279
H 6.458 3.926 5.273
C -10.230 -1.266 0.966
C 4.959 1.521 5.166
H -2.043 -7.740 -3.638
O 3.237 -1.654 -3.917
O -4.294 -3.074 -1.558
H 4.283 -2.993 7.992
H -0.406 1.676 1.972
H 3.575 -5.538 6.673
C -8.106 2.474 3.769
H -0.314 -8.888 -1.200
H -2.365 2.839 3.205
*
```

E ... -4629.26489 Ha
HOMO level ... -9.6 eV

# 5
The following is a quantum chemistry calculation of an isolated molecule of C16H29N3O3S in a non-equilibrium geometry, from OMol25.

```
! RIJCOSX wB97M-V def2-TZVPD def2/J DEFGRID3
* xyz 0 1
H 1.993 3.125 -3.629
H 2.480 1.689 -4.538
H 0.996 -1.416 3.930
H -0.285 3.131 -6.610
H -3.602 2.251 3.394
H -5.095 0.236 3.103
H 4.591 -2.155 4.155
H -3.859 0.307 -0.423
H 1.188 -2.634 2.657
H -5.209 -0.558 1.532
H -0.389 2.665 -4.175
H 3.129 -0.360 3.275
C -1.481 0.418 1.770
H 1.407 2.635 -6.647
H 3.310 -2.660 1.279
C 0.696 -0.671 1.959
C 0.408 2.225 -4.777
H 0.630 1.639 -2.100
H -4.449 3.076 2.077
H -2.859 1.754 -0.227
H 4.676 -1.646 1.750
N 0.501 -2.344 0.115
H 3.347 -3.356 3.808
C 1.411 -1.603 2.938
C 3.519 -2.314 4.066
C 0.779 -1.162 0.552
S 1.162 -0.469 -3.128
H 3.063 -2.119 5.034
O 1.057 -0.305 -0.461
C 0.916 -1.099 -1.548
C 2.929 -1.400 2.994
H 1.106 0.344 1.992
H 0.932 4.080 -5.754
H -2.692 2.881 2.015
C -3.806 1.080 1.593
H -4.622 1.892 -0.227
O -1.029 1.389 1.212
H 0.093 1.221 -5.069
H -5.954 1.030 1.774
C 0.629 3.071 -6.025
N 0.590 -2.315 -1.230
C -3.784 1.271 0.076
C -3.624 2.412 2.318
H -1.182 -1.428 2.555
O -2.772 0.146 1.995
N -0.710 -0.568 2.316
H 2.378 1.301 -2.060
C 1.483 1.290 -2.683
C 1.678 2.124 -3.936
C 3.593 -1.677 1.648
H 3.308 -0.933 0.909
C -5.105 0.403 2.029
*
```

SMILES string ... CCCCSc1nnc([C@H](CC(C)C)NC(=O)OC(C)(C)C)o1
E ... -1415.26900 Ha
HOMO level ... -8.5 eV

Look up the HOMO level of the third one.
-3.9 eV

Which of these has the highest E?
C2H4NO2